Entry 1:
A molecular structure, C22H58F3N5O10SV in a non-equilibrium geometry. Source: the OMol25 dataset; level of theory: ωB97M-V with the def2-TZVPD basis set.

Geometry (Å):
O (-1.72, 2.93, 0.47)
V (-2.60, 1.71, 0.03)
C (-5.78, -0.05, -2.56)
F (-4.79, 0.22, -3.44)
F (-6.42, 1.10, -2.35)
F (-6.58, -0.96, -3.07)
S (-5.05, -0.69, -0.96)
O (-4.71, -2.07, -1.09)
O (-3.96, 0.26, -0.65)
O (-6.16, -0.50, -0.05)
C (-0.56, -0.99, -0.64)
O (-1.17, 0.25, -0.50)
H (-0.11, -1.14, -1.63)
H (0.35, -1.03, 0.00)
H (-1.20, -1.82, -0.33)
C (3.73, 0.17, -0.64)
C (3.35, 0.14, 0.84)
C (4.39, 0.73, 1.77)
O (4.01, 0.49, 3.12)
C (4.70, 1.38, 3.98)
N (2.15, 1.00, 0.97)
H (4.78, -0.13, -0.73)
H (3.64, 1.21, -0.97)
H (3.10, -0.41, -1.31)
H (3.09, -0.90, 1.08)
H (4.50, 1.81, 1.62)
H (5.40, 0.33, 1.62)
H (5.75, 1.53, 3.74)
H (4.70, 0.98, 4.99)
H (4.18, 2.35, 3.96)
H (2.07, 1.11, 1.97)
H (1.35, 0.53, 0.57)
C (-1.58, -2.49, 3.09)
C (-2.34, -3.26, 2.02)
C (-1.50, -4.42, 1.51)
O (-2.22, -5.04, 0.47)
C (-1.55, -6.11, -0.17)
N (-3.58, -3.75, 2.63)
H (-1.28, -3.14, 3.92)
H (-2.20, -1.77, 3.63)
H (-0.73, -1.94, 2.68)
H (-2.61, -2.70, 1.11)
H (-1.43, -5.17, 2.32)
H (-0.47, -4.17, 1.24)
H (-2.13, -6.29, -1.07)
H (-1.50, -7.02, 0.43)
H (-0.52, -5.78, -0.39)
H (-3.42, -4.27, 3.49)
H (-4.18, -3.00, 2.98)
C (-0.41, 1.17, 2.69)
C (-1.80, 1.42, 3.22)
C (-2.11, 2.84, 3.60)
O (-1.22, 3.38, 4.54)
C (-1.73, 4.56, 5.13)
N (-2.77, 0.95, 2.18)
H (-0.22, 0.10, 2.54)
H (0.39, 1.41, 3.40)
H (-0.07, 1.59, 1.75)
H (-1.96, 0.73, 4.06)
H (-3.10, 2.77, 4.10)
H (-2.34, 3.54, 2.80)
H (-1.87, 5.31, 4.35)
H (-0.95, 4.94, 5.79)
H (-2.61, 4.37, 5.75)
H (-3.68, 0.94, 2.64)
H (-2.57, -0.05, 2.10)
C (5.87, -1.79, -3.81)
C (5.45, -2.31, -2.45)
C (5.03, -3.80, -2.49)
O (3.85, -4.10, -3.16)
C (2.66, -3.52, -2.68)
N (6.57, -2.17, -1.53)
H (6.07, -0.73, -3.65)
H (5.26, -2.05, -4.68)
H (6.84, -2.18, -4.13)
H (4.62, -1.77, -2.00)
H (4.99, -4.15, -1.44)
H (5.89, -4.32, -2.92)
H (1.88, -3.94, -3.31)
H (2.69, -2.43, -2.83)
H (2.52, -3.74, -1.62)
H (7.27, -2.90, -1.61)
H (6.31, -2.12, -0.56)
C (-0.79, 2.99, -3.80)
C (-1.57, 3.32, -2.54)
C (-2.59, 4.45, -2.78)
O (-2.02, 5.49, -3.55)
C (-3.04, 6.37, -4.05)
N (-2.38, 2.16, -2.10)
H (0.11, 2.42, -3.58)
H (-0.51, 3.92, -4.28)
H (-1.33, 2.35, -4.50)
H (-0.84, 3.52, -1.76)
H (-2.90, 4.74, -1.77)
H (-3.43, 4.07, -3.38)
H (-3.84, 6.63, -3.35)
H (-3.51, 5.96, -4.94)
H (-2.40, 7.24, -4.17)
H (-1.83, 1.28, -2.10)
H (-3.08, 1.93, -2.80)

Summary:
Calculated total energy ... -96352.518 eV
Orbital gap (spin up / spin down) ... 0.2856 / 0.2980 Ha
Energy relative to the best compared isomer or geometry (same formula, charge and spin) ... 0.059 eV
2S+1 ... 2
E_LUMO (spin up / spin down) ... -1.19 / -0.85 eV

Mulliken population analysis, charges in e, atoms 1 to 2:
1. O -0.5904
2. V 0.8846

Entry 2:
A molecular structure, C22H59BF4N5O6Pd in a non-equilibrium geometry. Source: the OMol25 dataset; level of theory: ωB97M-V with the def2-TZVPD basis set.

Geometry (Å):
Pd (1.63, -0.78, -0.63)
B (-1.06, 0.92, -0.60)
F (-1.05, 2.30, -0.55)
F (-0.12, 0.49, -1.60)
F (-0.63, 0.33, 0.60)
F (-2.37, 0.50, -0.83)
C (-1.72, -1.74, 3.40)
O (-0.60, -2.37, 2.74)
C (0.04, -3.43, 3.41)
C (0.93, -3.01, 4.60)
N (1.29, -4.22, 5.33)
C (2.67, -4.39, 5.72)
C (2.87, -5.56, 6.67)
O (2.38, -6.80, 6.21)
C (2.80, -7.83, 7.07)
H (-2.55, -2.45, 3.41)
H (-1.94, -0.85, 2.83)
H (-1.51, -1.53, 4.45)
H (0.75, -3.92, 2.74)
H (-0.67, -4.17, 3.78)
H (0.45, -2.32, 5.31)
H (1.81, -2.44, 4.28)
H (0.83, -5.04, 4.98)
H (3.14, -3.52, 6.20)
H (3.29, -4.41, 4.80)
H (2.36, -5.24, 7.58)
H (3.96, -5.60, 6.79)
H (3.88, -7.97, 7.14)
H (2.47, -8.81, 6.74)
H (2.36, -7.73, 8.07)
C (4.15, 2.63, -1.21)
C (3.55, 1.31, -0.71)
C (2.92, 1.60, 0.64)
O (2.14, 0.47, 1.02)
C (1.65, 0.44, 2.38)
N (2.50, 0.98, -1.72)
H (4.82, 3.15, -0.52)
H (3.35, 3.34, -1.45)
H (4.67, 2.66, -2.18)
H (4.20, 0.45, -0.55)
H (2.15, 2.39, 0.67)
H (3.69, 1.89, 1.37)
H (2.47, 0.67, 3.06)
H (1.17, -0.48, 2.73)
H (0.84, 1.17, 2.42)
H (2.00, 1.86, -1.82)
H (3.04, 0.85, -2.58)
C (-3.28, 4.13, -2.63)
C (-4.36, 3.95, -1.54)
C (-4.32, 2.60, -0.79)
O (-5.37, 2.52, 0.14)
C (-5.26, 1.47, 1.08)
N (-4.22, 5.00, -0.50)
H (-3.21, 3.18, -3.15)
H (-2.33, 4.49, -2.23)
H (-3.60, 4.89, -3.34)
H (-5.33, 4.15, -2.01)
H (-3.40, 2.50, -0.22)
H (-4.32, 1.84, -1.58)
H (-6.25, 1.32, 1.50)
H (-4.48, 1.72, 1.81)
H (-5.03, 0.54, 0.56)
H (-3.30, 4.95, -0.06)
H (-4.87, 4.62, 0.18)
C (1.29, 4.90, -4.67)
C (0.30, 4.06, -3.83)
C (-0.15, 2.75, -4.51)
O (-0.55, 2.95, -5.85)
C (-1.61, 3.87, -6.01)
N (0.82, 3.79, -2.49)
H (1.00, 5.94, -4.79)
H (1.67, 4.47, -5.59)
H (2.19, 4.95, -4.05)
H (-0.67, 4.57, -3.79)
H (-0.83, 2.20, -3.85)
H (0.74, 2.11, -4.51)
H (-1.99, 3.85, -7.03)
H (-1.27, 4.89, -5.77)
H (-2.43, 3.56, -5.37)
H (0.05, 3.34, -2.00)
H (0.98, 4.70, -2.05)
C (-1.53, -3.92, -0.94)
C (-0.22, -3.20, -1.25)
C (-0.16, -2.44, -2.54)
O (1.11, -1.78, -2.60)
C (1.42, -1.34, -3.91)
N (0.10, -2.35, -0.10)
H (-2.34, -3.21, -0.77)
H (-1.50, -4.64, -0.13)
H (-1.89, -4.45, -1.83)
H (0.57, -3.96, -1.23)
H (-0.96, -1.71, -2.70)
H (-0.23, -3.21, -3.32)
H (2.21, -0.59, -3.89)
H (0.57, -0.83, -4.37)
H (1.86, -2.14, -4.50)
H (0.07, -3.02, 0.67)
H (-0.69, -1.74, 0.12)

Summary:
Calculated total energy ... -58527.641 eV
Orbital gap (spin up / spin down) ... 0.2740 / 0.1615 Ha
Energy relative to the best compared isomer or geometry (same formula, charge and spin) ... 0.000 eV
Total charge ... +1
2S+1 ... 3
E_LUMO (spin up / spin down) ... -2.90 / -5.96 eV

Mulliken population analysis, charges in e, atoms 1 to 2:
1. Pd 0.4128
2. B 0.1462

Entry 3:
A molecular structure, C22H60F3Na2O20 in a non-equilibrium geometry. Source: the OMol25 dataset; level of theory: ωB97M-V with the def2-TZVPD basis set.

Geometry (Å):
Na (-14.86, -4.47, -22.96)
Na (-18.67, -5.87, -24.84)
C (-17.10, -6.91, -21.96)
O (-18.30, -7.52, -22.42)
O (-17.02, -5.74, -22.72)
C (-17.10, -6.92, -20.32)
F (-18.27, -7.35, -19.80)
F (-16.23, -7.83, -19.83)
F (-16.84, -5.69, -19.77)
C (-18.39, -8.92, -22.34)
C (-19.70, -9.47, -22.92)
H (-20.45, -9.57, -22.13)
H (-20.23, -8.77, -23.56)
H (-19.68, -10.41, -23.47)
H (-18.37, -9.26, -21.30)
H (-17.57, -9.39, -22.88)
H (-16.20, -7.49, -22.14)
C (-14.84, -0.29, -25.92)
C (-14.08, -1.24, -24.92)
O (-14.68, -2.50, -24.67)
O (-14.03, 0.55, -26.60)
H (-15.69, 0.21, -25.46)
H (-15.39, -0.76, -26.74)
H (-13.58, -0.75, -24.08)
H (-13.13, -1.60, -25.32)
H (-15.58, -2.25, -24.45)
H (-13.89, 1.35, -26.09)
C (-21.22, -3.77, -23.16)
C (-20.24, -2.54, -23.42)
O (-19.15, -2.98, -22.62)
O (-20.73, -5.06, -23.66)
H (-22.09, -3.55, -23.78)
H (-21.72, -3.76, -22.19)
H (-20.78, -1.71, -22.98)
H (-19.97, -2.44, -24.47)
H (-18.82, -3.77, -23.06)
H (-20.63, -5.52, -22.82)
C (-13.50, -9.35, -21.45)
C (-12.86, -8.86, -20.12)
O (-11.43, -8.89, -20.02)
O (-13.07, -8.55, -22.58)
H (-14.59, -9.32, -21.39)
H (-13.24, -10.39, -21.65)
H (-13.30, -9.37, -19.27)
H (-13.28, -7.92, -19.78)
H (-11.19, -8.62, -20.91)
H (-13.44, -8.85, -23.41)
C (-11.86, -4.42, -19.37)
C (-13.23, -4.60, -19.93)
O (-13.18, -5.13, -21.21)
O (-10.92, -5.43, -19.84)
H (-11.84, -4.46, -18.28)
H (-11.44, -3.44, -19.58)
H (-13.82, -3.69, -19.94)
H (-13.78, -5.37, -19.39)
H (-12.39, -5.67, -21.13)
H (-10.03, -5.10, -19.68)
C (-16.45, -0.91, -21.11)
C (-15.28, 0.08, -21.54)
O (-15.53, 0.88, -22.65)
O (-16.42, -1.90, -22.16)
H (-17.45, -0.48, -21.07)
H (-16.37, -1.32, -20.11)
H (-14.35, -0.49, -21.63)
H (-15.08, 0.81, -20.75)
H (-16.25, 1.51, -22.57)
H (-17.35, -2.00, -22.39)
C (-14.24, -6.56, -26.05)
C (-15.07, -7.75, -26.09)
O (-16.29, -7.53, -25.46)
O (-14.18, -6.25, -24.62)
H (-14.53, -5.63, -26.55)
H (-13.26, -6.78, -26.45)
H (-14.58, -8.48, -25.45)
H (-15.17, -8.07, -27.12)
H (-16.07, -7.29, -24.56)
H (-13.87, -6.99, -24.09)
C (-9.74, -2.18, -22.78)
C (-10.22, -3.63, -22.64)
O (-9.27, -4.60, -22.15)
O (-10.77, -1.30, -23.27)
H (-8.86, -1.97, -23.39)
H (-9.27, -1.87, -21.85)
H (-10.69, -3.97, -23.56)
H (-11.00, -3.57, -21.87)
H (-9.69, -5.44, -21.92)
H (-10.60, -0.46, -22.83)
C (-17.84, -3.27, -28.68)
C (-17.06, -4.12, -27.53)
O (-17.62, -3.76, -26.26)
O (-19.20, -3.33, -28.47)
H (-17.54, -3.75, -29.61)
H (-17.48, -2.25, -28.56)
H (-15.98, -3.97, -27.60)
H (-17.40, -5.10, -27.85)
H (-18.27, -3.07, -26.39)
H (-19.53, -4.08, -28.98)
C (-10.11, -8.31, -25.02)
C (-9.58, -7.57, -23.73)
O (-10.78, -7.12, -22.97)
O (-10.47, -9.51, -24.49)
H (-9.23, -8.30, -25.65)
H (-10.89, -7.71, -25.50)
H (-9.07, -6.64, -23.99)
H (-8.95, -8.17, -23.08)
H (-11.40, -7.85, -22.96)
H (-11.20, -9.88, -24.99)

Summary:
Calculated total energy ... -81712.159 eV
Orbital gap ... 0.3187 Ha
Energy relative to the best compared isomer or geometry (same formula, charge and spin) ... 0.000 eV
Total charge ... +1
2S+1 ... 1
E_LUMO ... -2.40 eV

Mulliken population analysis, charges in e, atoms 1 to 2:
1. Na 0.4605
2. Na 0.7560